1.
ORCA calculation (ωB97M-V with the def2-TZVPD basis set) on C54H54Ge2N2OS10Ti as an isolated structure.

```
124
Properties=species:S:1:pos:R:3:forces:R:3
Ti 2.361869 1.332596 2.223636 0.28 -0.48 -0.34
S 8.187179 3.961254 5.961203 0.02 0.01 0.03
C 7.297783 3.291319 4.724810 0.01 -0.01 -0.04
S 7.447455 3.757096 3.077472 -0.02 -0.01 0.01
C 6.289128 2.651543 2.353351 0.06 -0.02 0.12
C 5.663494 1.850917 3.251266 -0.03 0.17 0.17
S 4.560532 0.532415 2.925557 -0.36 -0.06 -0.30
S 6.124602 2.064322 4.930748 -0.07 0.02 -0.05
S 6.162032 2.708387 0.630324 -0.30 -0.01 0.07
C -4.804395 -4.519257 1.588236 0.04 0.01 -0.02
C -3.425653 -4.424225 0.989292 0.00 0.00 0.00
C -3.247651 -4.222573 -0.372106 -0.01 0.03 0.03
C -1.977979 -4.111248 -0.926853 0.03 0.01 -0.03
C -1.806547 -3.822179 -2.394724 -0.03 0.04 0.03
C -0.861399 -4.217512 -0.096549 0.01 0.09 0.04
C -1.015571 -4.407176 1.280204 -0.01 0.02 0.01
C 0.178923 -4.427211 2.195222 -0.02 0.03 -0.03
C -2.300096 -4.511096 1.799406 0.00 0.01 -0.01
C 0.495612 -4.169422 -0.717085 0.07 0.07 -0.06
C 1.005572 -5.385356 -1.171147 -0.01 -0.03 -0.01
C 2.225369 -5.449293 -1.817589 0.00 -0.05 0.00
C 2.942978 -4.285544 -2.027669 0.02 0.00 0.01
C 2.465474 -3.058562 -1.578577 -0.08 0.05 0.05
C 1.227274 -2.987574 -0.904154 0.02 -0.02 -0.02
Ge 0.712588 -1.255656 -0.067041 -0.06 0.01 -0.13
S 2.291661 -0.924694 1.379790 0.14 -0.04 0.13
S 0.209225 0.421088 -1.480345 -0.01 -0.13 0.25
Ge -1.052331 1.043633 0.318916 -0.01 -0.20 -0.19
S 0.183891 2.384770 1.467833 0.22 -0.11 0.28
S -1.277789 -1.095399 0.980980 -0.10 -0.03 0.08
C -2.837623 1.839389 -0.065291 0.01 0.04 0.16
C -3.335329 1.946859 -1.369687 0.04 0.05 0.00
C -4.575390 2.539508 -1.606784 0.00 0.01 -0.02
C -5.341943 3.024693 -0.565153 0.00 0.00 0.00
C -4.863601 2.915858 0.728643 0.02 -0.01 0.02
C -3.626913 2.333631 0.996476 0.05 0.02 -0.11
C -3.222200 2.271997 2.435335 -0.04 -0.01 0.01
C -2.561930 3.350099 3.027709 0.07 -0.02 -0.05
C -2.213091 4.599583 2.260277 0.01 -0.01 0.01
C -2.210175 3.272615 4.370515 0.05 -0.02 0.01
C -2.503750 2.156921 5.137007 -0.02 0.01 -0.02
C -2.044138 2.054109 6.563733 0.03 -0.06 -0.04
C -3.211269 1.117833 4.543237 -0.02 0.03 0.04
C -3.593240 1.164029 3.210793 0.00 0.01 -0.04
C -4.425578 0.045842 2.634981 0.06 -0.02 0.00
C -2.616857 1.449362 -2.579806 -0.04 0.03 -0.07
C -1.666260 2.247562 -3.214652 -0.06 0.06 -0.05
C -1.235492 3.555740 -2.605626 -0.01 -0.05 -0.01
C -1.098094 1.801150 -4.404154 -0.04 0.01 -0.02
C -1.452352 0.583884 -4.966092 0.02 -0.01 0.00
C -0.856889 0.122984 -6.270285 0.01 -0.01 0.04
C -2.379025 -0.209333 -4.298242 0.01 0.00 0.00
C -2.966163 0.204573 -3.111249 -0.02 0.01 -0.01
C -3.932786 -0.687845 -2.380283 0.03 -0.02 0.01
C 3.293933 -1.848867 -1.876733 0.00 -0.06 -0.06
C 4.456084 -1.577402 -1.141066 0.01 0.01 -0.08
C 4.991221 -2.529653 -0.103650 -0.08 0.10 0.07
C 5.175822 -0.424030 -1.421865 0.05 -0.07 0.04
C 4.806850 0.432885 -2.449964 0.00 0.06 -0.06
C 5.636259 1.653086 -2.750833 -0.02 0.01 0.02
C 3.697465 0.105681 -3.217549 0.02 -0.02 0.01
C 2.939461 -1.031641 -2.956252 -0.05 0.04 0.07
C 1.776758 -1.369617 -3.856951 0.02 0.02 0.01
H -5.570940 -4.517833 0.812789 0.00 -0.01 0.00
H -4.994774 -3.673186 2.250250 -0.02 0.03 0.02
H -4.915153 -5.430896 2.179024 -0.01 0.00 0.00
H -4.116460 -4.130004 -1.016996 0.00 0.00 0.00
H -2.746630 -3.959800 -2.928378 -0.04 0.01 -0.02
H -1.048825 -4.464214 -2.846241 -0.01 0.01 -0.01
H -1.479229 -2.786824 -2.539697 0.01 0.00 -0.01
H 0.978378 -5.056277 1.801151 0.00 0.00 0.00
H -0.098747 -4.785196 3.186192 0.00 0.00 0.00
H 0.588155 -3.418517 2.311299 0.02 -0.02 0.01
H -2.423731 -4.635921 2.870764 0.01 -0.01 0.00
H 0.419624 -6.284521 -1.015337 0.00 0.00 0.02
H 2.612314 -6.400934 -2.162584 0.00 0.00 0.00
H 3.897346 -4.316231 -2.541023 -0.01 0.02 0.00
H -4.927788 2.609317 -2.630259 0.00 0.00 0.00
H -6.304961 3.482346 -0.759018 0.01 0.01 0.00
H -5.446292 3.288586 1.563357 0.00 0.00 0.00
H -2.215725 4.433865 1.183908 0.02 0.00 0.01
H -1.219542 4.945097 2.546663 0.00 0.01 -0.01
H -2.928393 5.398069 2.481981 -0.02 -0.01 -0.01
H -1.648350 4.089763 4.811858 0.00 0.00 -0.01
H -1.756432 3.030148 6.955611 0.01 -0.03 0.01
H -1.176401 1.393784 6.614304 0.06 0.01 0.01
H -2.824588 1.633885 7.202202 0.00 0.02 0.00
H -3.462741 0.242802 5.134146 -0.02 0.00 0.00
H -4.889694 -0.526122 3.439522 0.00 -0.01 0.00
H -3.818956 -0.643245 2.045728 0.06 -0.04 -0.07
H -5.212301 0.426635 1.981240 0.00 -0.01 0.02
H -2.086050 4.224148 -2.455988 0.00 0.01 0.01
H -0.502597 4.054528 -3.239586 -0.01 0.01 0.00
H -0.777094 3.398110 -1.624958 0.02 0.03 0.00
H -0.355111 2.419659 -4.897909 0.01 0.00 0.02
H -0.068489 0.798374 -6.603087 0.00 -0.01 0.00
H -1.617215 0.076515 -7.053960 0.00 0.01 0.00
H -0.428390 -0.875432 -6.170694 0.03 -0.02 0.00
H -2.648447 -1.176959 -4.712538 0.00 0.00 0.01
H -4.201506 -1.548846 -2.991753 0.01 -0.04 -0.01
H -4.844413 -0.153622 -2.108132 0.00 -0.02 0.00
H -3.483034 -1.051428 -1.450504 0.01 -0.01 0.01
H 4.217471 -3.181175 0.294437 -0.03 -0.01 0.04
H 5.425848 -1.975959 0.728533 0.00 0.03 0.01
H 5.773600 -3.156835 -0.544809 -0.03 0.00 0.02
H 6.041394 -0.182388 -0.811998 -0.04 0.03 -0.01
H 5.974849 2.130877 -1.830401 -0.03 -0.03 -0.08
H 5.073693 2.379486 -3.338956 -0.01 0.00 -0.01
H 6.530224 1.380705 -3.318262 -0.01 0.00 -0.02
H 3.408735 0.749446 -4.043573 0.01 0.00 0.00
H 1.938551 -0.933509 -4.844056 -0.03 0.01 -0.02
H 0.838496 -0.969498 -3.464459 0.00 -0.06 -0.08
H 1.654879 -2.447722 -3.969815 0.01 -0.02 -0.01
N 0.748239 0.162623 4.773198 -0.02 0.05 0.08
C 1.332039 0.597948 3.874305 -0.44 -0.16 0.61
C 2.699350 2.998299 -0.465340 -0.03 0.04 -0.07
O 3.154386 2.061239 0.514998 0.59 0.55 -0.35
H 3.543588 3.262303 -1.100523 0.08 -0.02 -0.02
H 2.307418 3.892117 0.019832 0.00 0.00 0.02
H 1.917853 2.520983 -1.051307 0.03 0.00 0.03
H 4.147814 2.250139 0.674376 -0.01 -0.21 -0.30
S 1.758359 5.409745 4.283656 -0.03 0.05 -0.01
C 2.295585 4.052703 3.629468 0.10 -0.07 0.04
N 2.693822 3.052001 3.146401 -0.11 0.35 0.18
```
Positions in Å, forces in eV/Å.

As for the total energy: -11260.5540 hartree. As for the net charge: -2.

=====

2.
ORCA calculation (ωB97M-V with the def2-TZVPD basis set) on a 10-piece molecular cluster, C54H54N6 overall.

```
114
Properties=species:S:1:pos:R:3:forces:R:3
C 13.462049 14.478135 18.964703 1.34 0.09 -1.64
C 13.190407 15.611375 18.174913 -0.35 -1.66 -0.55
C 12.652654 16.665882 18.798981 -0.46 2.27 1.42
C 12.504143 16.691544 20.220795 -0.10 0.17 -1.74
C 12.911263 15.620830 20.966803 -1.46 -0.87 1.57
C 13.385484 14.488753 20.311764 0.16 0.07 0.73
H 13.928941 13.615985 18.534925 -0.08 -0.45 -0.58
H 13.218216 15.656113 17.086052 0.38 -0.51 0.31
H 12.379866 17.539989 18.183795 -0.03 -0.42 0.58
H 11.986165 17.539444 20.608490 -0.11 0.40 0.65
H 12.584867 15.461208 22.030880 0.79 0.78 -0.94
H 13.724406 13.612196 20.846518 -0.20 0.00 0.22
C 12.949027 20.664345 15.717580 -0.40 0.49 -1.29
C 14.143693 21.084683 15.095366 0.50 -1.50 2.31
C 15.363843 20.692402 15.773726 -1.04 1.34 -1.87
C 15.372686 20.015818 16.970875 1.52 0.10 0.38
C 14.167308 19.720487 17.580522 -0.16 -0.61 0.26
C 12.975299 20.014154 16.944261 -0.19 0.28 -0.37
H 11.927687 20.808444 15.253851 1.47 0.17 0.42
H 14.120673 21.674253 14.195908 0.22 -0.06 -0.22
H 16.311995 20.980319 15.327233 -0.10 -0.05 -0.01
H 16.397650 19.783324 17.421686 -1.79 0.18 -0.47
H 14.170750 19.168842 18.503512 -0.08 -0.01 0.34
H 11.988845 19.796060 17.331875 0.17 -0.33 0.49
C 7.997485 17.952297 20.204055 -0.86 -0.14 0.92
C 6.716447 18.426384 20.577245 -0.15 -0.78 0.07
C 5.763291 17.580458 21.209378 -0.18 2.33 -0.37
C 6.021921 16.278801 21.476655 0.94 -1.80 -0.48
C 7.247191 15.753569 21.033679 2.24 0.20 0.19
C 8.294519 16.622397 20.494918 -2.25 -1.35 0.34
H 8.754334 18.617138 19.778672 -0.37 -0.19 0.06
H 6.440937 19.447744 20.357039 0.01 0.10 0.05
H 4.765986 17.926320 21.540032 0.78 0.34 -0.44
H 5.229256 15.694112 21.963451 0.66 -0.06 -0.28
H 7.561265 14.682268 21.182069 -0.71 1.21 -0.10
H 9.249965 16.168683 20.250335 -0.07 0.13 -0.01
C 12.985674 16.723593 14.660145 0.01 -1.09 -0.25
C 14.298426 17.024685 15.090688 -1.54 0.18 -0.72
C 15.215072 16.017507 15.241620 0.10 -0.47 -0.22
C 14.924656 14.719626 14.890458 -2.74 1.25 -0.67
C 13.632008 14.397681 14.406670 0.64 -1.65 0.19
C 12.650235 15.377923 14.320146 -0.42 0.25 0.40
H 12.181961 17.454320 14.539310 0.54 0.15 0.17
H 14.670585 18.020127 15.234138 -0.45 0.53 0.28
H 16.184638 16.248599 15.615106 0.68 0.20 0.16
H 15.673550 14.024291 14.939118 1.59 -1.92 0.18
H 13.435638 13.297322 14.144472 0.11 1.96 0.30
H 11.612508 15.051847 14.003126 1.40 0.61 0.41
N 9.807717 13.591416 12.988083 0.46 0.29 -0.75
C 10.152620 13.957191 11.727491 0.55 -0.49 0.99
C 9.295864 14.544234 10.845329 -1.08 1.15 -1.26
C 7.968701 14.765374 11.228474 -0.32 0.44 -1.07
C 7.621998 14.319753 12.471108 -1.25 0.72 0.62
C 8.541633 13.820518 13.337862 1.83 -1.11 -0.76
H 11.179362 13.808045 11.391576 -0.17 -0.17 0.45
H 9.639266 14.922625 9.870193 -0.03 -0.48 0.56
H 7.219417 15.302441 10.579474 1.01 -0.77 0.68
H 6.669678 14.449777 12.933978 -0.90 0.23 -0.34
H 8.264095 13.481185 14.302974 -0.29 -0.06 0.89
N 13.903020 10.925532 14.357062 -1.46 -0.08 -0.71
C 14.594619 11.097493 15.454487 1.55 -0.23 0.16
C 14.086619 11.019644 16.742996 -0.16 -0.39 -0.49
C 12.770317 10.616540 16.818055 0.57 1.16 1.18
C 11.997329 10.452952 15.684125 -1.48 -1.27 0.53
C 12.577112 10.643488 14.469760 1.74 0.44 -0.47
H 15.665031 11.203013 15.272961 -0.08 0.33 0.23
H 14.675734 11.163566 17.652433 -0.09 0.05 -0.51
H 12.448129 10.636377 17.842938 -1.01 -0.66 0.12
H 10.983432 10.003169 15.724933 0.60 0.77 0.13
H 12.036541 10.583419 13.541388 -0.18 -0.16 -0.15
N 7.042112 12.689096 18.987844 -0.15 0.50 -0.36
C 8.093086 11.902511 18.781764 -1.50 0.35 1.94
C 9.026430 12.179055 17.815154 1.69 -1.52 -1.27
C 8.964352 13.290440 17.015730 -3.03 1.51 2.06
C 7.815878 14.186097 17.289174 3.22 -0.93 -2.71
C 6.911066 13.789578 18.203339 -1.67 -0.42 0.73
H 8.137523 11.083172 19.544623 0.35 0.45 -1.21
H 9.769994 11.395685 17.583328 -0.13 0.63 0.35
H 9.719275 13.484038 16.302405 0.51 0.30 -0.81
H 7.664678 15.044722 16.608413 -0.03 -0.38 0.75
H 5.947323 14.344797 18.243406 0.82 -0.42 0.48
N 7.791122 17.323366 14.679731 -0.77 0.94 0.53
C 8.970425 16.788851 14.461810 0.33 0.05 -1.20
C 9.640211 16.907908 13.253414 0.48 1.58 -1.92
C 9.173333 17.765066 12.235939 -1.71 0.81 1.40
C 7.932426 18.446950 12.545184 0.86 -0.77 -0.13
C 7.302375 18.162315 13.745689 2.12 -1.35 -0.50
H 9.489993 16.260596 15.228631 -0.16 -0.57 0.78
H 10.609041 16.477935 13.030564 -0.12 -0.29 0.47
H 9.780409 17.963950 11.341715 -0.56 -0.25 0.41
H 7.325895 19.178727 11.998585 1.03 -0.27 -0.64
H 6.423027 18.701942 13.895830 -1.58 0.37 0.87
N 9.814376 21.877600 15.500531 -0.33 -0.39 -0.63
C 10.026809 22.394586 16.683328 2.02 0.59 0.47
C 9.207494 22.379547 17.783546 -0.93 0.80 0.06
C 7.956627 21.862679 17.592667 1.25 -1.14 -0.90
C 7.813774 21.118124 16.427200 -2.68 -0.36 0.39
C 8.679369 21.184437 15.389074 0.81 -0.07 -1.51
H 10.982807 22.873666 16.803528 0.40 0.23 -0.06
H 9.456168 22.907737 18.682020 0.31 0.17 0.25
H 7.194109 21.944877 18.305587 -0.97 -0.13 0.93
H 6.902812 20.545190 16.298476 -0.08 0.03 -0.08
H 8.472577 20.734490 14.386441 0.16 0.20 1.13
N 12.355419 15.251020 9.339371 -1.00 1.12 -0.95
C 13.128141 15.205190 10.383005 -0.46 0.28 1.33
C 13.280319 16.263084 11.324964 2.13 -0.66 1.28
C 12.652176 17.444096 11.113781 -1.12 0.17 -1.84
C 11.885822 17.510657 9.903455 1.05 1.66 2.62
C 11.754669 16.466496 9.116697 -0.54 -2.61 -2.20
H 13.463230 14.219708 10.644017 0.77 -0.28 0.00
H 13.999294 16.142238 12.206554 -1.32 -0.01 -1.38
H 12.647539 18.299815 11.763328 0.37 0.07 0.35
H 11.399079 18.387426 9.575647 -0.49 1.10 0.11
H 11.051254 16.608693 8.261368 0.88 -0.72 0.42
```
Positions in Å, forces in eV/Å.

As for the total energy: -2418.4796 hartree. Its SMILES is c1ccccc1.c1ccccc1.c1ccccc1.c1ccccc1.c1ccncc1.c1ccncc1.c1ccncc1.c1ccncc1.c1ccncc1.c1ccncc1.

=====

Look up the total energy of the first one.
-11260.5540 hartree

=====

Among the records above, which one has the highest total energy?
C54H54N6

=====

Which of these has the lowest total energy?
C54H54Ge2N2OS10Ti